1.
The following is a DFT calculation (wB97M-V/def2-TZVPD) of a structure of composition C28H34Cl3KN6O2SSbSi.

Computed properties:
Energy ... -4475.03940 a.u.
HOMO energy ... -4.408 eV
Charge ... -1
Kohn-Sham gap ... 6.693 eV

XYZ file:
```
77
Properties=species:S:1:pos:R:3:forces:R:3:mulliken_charge:R:1
K 0.05085 -0.44476 -0.11480 0.966 -0.113 -0.159 0.640
C 1.50666 2.35756 -1.35419 0.008 0.080 -0.093 -0.890
C 2.56323 1.51764 -2.00127 -0.093 -0.045 0.076 0.670
C 3.18490 1.90607 -3.18788 -0.005 0.031 0.037 -0.843
C 4.14151 1.08422 -3.74738 0.016 -0.031 -0.011 -0.417
C 4.47140 -0.09498 -3.09435 0.028 0.016 -0.025 -0.932
C 3.80418 -0.41696 -1.91860 -0.072 0.002 -0.034 0.215
N 2.85601 0.36230 -1.39520 0.023 0.014 -0.118 0.149
Sb 4.42884 -2.18994 -0.86759 0.018 0.010 0.077 0.783
C 2.60627 -3.32782 -0.89866 -0.049 0.059 -0.159 0.137
C 2.43973 -4.26998 -1.90619 -0.058 -0.008 -0.007 -0.725
C 1.27390 -5.02490 -1.91975 0.051 0.001 -0.041 -0.320
C 0.35988 -4.85926 -0.89981 -0.019 0.022 0.058 -0.674
C 0.61908 -3.91560 0.09138 -0.099 0.085 0.032 0.253
C -0.31938 -3.70037 1.24246 -0.021 0.023 -0.007 -0.821
N 1.70535 -3.13805 0.06151 0.050 -0.137 0.129 0.040
C 4.27605 -1.37186 1.11507 -0.046 0.083 0.076 0.019
C 5.41025 -1.46589 1.91540 -0.014 -0.018 0.046 -0.881
C 5.35664 -0.95869 3.20615 0.037 -0.001 -0.028 -0.397
C 4.17566 -0.40002 3.64985 -0.011 0.011 0.026 -0.814
C 3.07652 -0.34850 2.79138 -0.101 0.021 -0.092 0.441
C 1.76229 0.22592 3.22420 0.139 -0.035 0.028 -0.423
N 3.14200 -0.81011 1.53778 0.071 -0.105 0.044 0.360
H 1.54393 3.38668 -1.71400 0.007 0.000 0.019 0.467
H 1.61519 2.35032 -0.26943 0.002 -0.009 -0.003 0.243
H 0.51431 1.96050 -1.58387 -0.011 0.047 0.004 -0.057
H 2.90883 2.84424 -3.65169 0.002 -0.006 -0.010 0.413
H 4.63181 1.35805 -4.67393 0.008 0.005 0.007 0.394
H 5.23851 -0.75164 -3.48562 -0.006 -0.005 0.003 0.360
H 3.19354 -4.39512 -2.67425 -0.002 0.005 -0.006 0.368
H 1.06974 -5.71949 -2.72457 0.025 -0.007 0.007 0.429
H -0.56870 -5.41472 -0.88545 0.011 0.001 0.000 0.419
H -0.12516 -4.43097 2.03276 0.019 -0.013 -0.026 0.353
H -1.36122 -3.79414 0.93682 -0.006 -0.012 -0.022 0.221
H -0.16020 -2.70818 1.66091 -0.068 0.008 0.086 0.022
H 6.31108 -1.93313 1.53709 0.006 0.009 -0.008 0.350
H 6.22221 -1.00403 3.85652 0.006 -0.019 -0.008 0.382
H 4.08921 -0.00366 4.65353 -0.010 -0.006 0.002 0.400
H 1.73221 0.39373 4.30195 0.012 0.008 -0.015 0.334
H 0.94992 -0.44311 2.93638 0.001 0.003 0.018 -0.144
H 1.55648 1.17336 2.71721 0.042 -0.077 0.047 0.061
O -1.19952 -0.31999 1.87856 -0.296 -0.080 0.556 -0.091
N -1.64582 0.33613 2.91573 0.000 0.000 -0.121 -0.062
C -2.36619 -0.36085 3.82823 0.062 0.092 -0.058 -0.311
C -2.87578 0.21934 4.95698 -0.011 -0.018 -0.022 -0.802
C -2.63503 1.58271 5.15681 -0.030 -0.036 0.061 -0.153
C -1.91329 2.27810 4.22485 0.043 0.121 -0.074 -0.915
C -1.39342 1.68734 3.04763 0.030 0.007 0.025 0.313
S -0.51422 2.55063 1.87326 -0.190 -0.015 0.024 -0.430
H -2.48323 -1.39844 3.55407 -0.031 -0.016 0.047 0.479
H -3.44719 -0.37924 5.65139 0.005 0.010 0.015 0.395
H -3.01321 2.08718 6.03724 -0.004 -0.007 0.000 0.340
H -1.71113 3.33288 4.34792 -0.008 -0.010 0.005 0.392
C -3.86471 0.51119 0.00288 -0.020 0.064 -0.037 -0.682
N -3.69007 1.56509 -0.98673 0.012 -0.061 -0.141 0.598
C -4.87702 2.29756 -1.35975 0.011 0.025 0.045 -1.053
C -2.48800 1.72274 -1.58675 -0.097 -0.109 0.197 -0.677
O -1.50683 1.10610 -1.20214 -0.026 0.273 -0.336 0.087
N -2.36836 2.67117 -2.63252 -0.076 -0.021 0.137 0.547
C -1.85378 3.96119 -2.24498 0.076 0.051 -0.040 -0.857
C -3.19626 2.60109 -3.80847 -0.083 0.027 -0.072 -0.956
H -4.37602 0.93025 0.87302 -0.028 -0.023 -0.002 0.350
H -2.89499 0.14208 0.32300 -0.028 0.001 0.003 -0.128
H -4.45069 -0.31123 -0.41127 -0.018 -0.029 0.007 0.289
H -5.49682 2.42006 -0.47049 0.002 0.011 -0.006 0.332
H -5.46760 1.77155 -2.11683 0.005 0.004 -0.007 0.287
H -4.61797 3.28720 -1.72684 -0.017 -0.003 -0.019 0.325
H -1.19584 3.84966 -1.38295 -0.014 -0.022 0.004 0.165
H -2.65034 4.67356 -1.97341 0.001 -0.003 -0.022 0.260
H -1.27650 4.40211 -3.06372 -0.008 -0.014 -0.003 0.314
H -3.58096 1.58877 -3.92586 0.020 0.023 0.011 0.184
H -2.59163 2.82873 -4.69202 0.013 -0.004 0.008 0.302
H -4.04489 3.30170 -3.80241 0.006 0.020 0.023 0.354
Cl -1.77617 -3.98847 -3.50342 -0.048 0.091 0.066 -0.404
Si -1.95625 -2.30344 -2.10466 -0.394 -0.120 -0.223 0.464
Cl -3.53599 -3.16147 -0.80570 0.176 0.026 -0.155 -0.425
Cl -3.29780 -1.06770 -3.37052 0.110 -0.154 0.156 -0.417
```
Positions in Å, forces in eV/Å.

=====

2.
The following is a DFT calculation (wB97M-V/def2-TZVPD) of a structure of composition C28H34FeGeN2PSe.

Computed properties:
Energy ... -7279.64793 a.u.
HOMO energy (alpha / beta) ... -13.981 / -13.929 eV
Charge ... +2
Energy relative to the best compared isomer or geometry (same formula, charge and spin) ... 0.0 kcal per mole
2S+1 ... 6
Kohn-Sham gap (alpha / beta) ... 8.174 / 6.020 eV

XYZ file:
```
68
Properties=species:S:1:pos:R:3:forces:R:3:mulliken_spin:R:1
Fe 0.73002 -0.32734 0.37051 -0.174 -0.260 -0.040 4.119
C -1.17753 -4.53436 -5.18203 -0.018 0.614 0.210 -0.002
C -0.00051 -3.80252 -5.30538 0.207 0.311 0.084 0.003
C 0.50970 -3.06653 -4.21435 -0.749 -1.303 -0.648 0.004
C -0.19292 -3.10896 -3.01176 1.018 1.053 0.378 0.021
C -1.35277 -3.86835 -2.86132 0.256 0.563 -0.336 0.003
C -1.85964 -4.54487 -3.95995 -0.157 -0.148 0.293 0.004
P 0.51370 -1.95767 -1.70917 0.156 -0.224 -1.354 0.157
C -0.84373 -0.71705 -1.38249 -1.151 -0.815 -0.226 0.007
C -2.03072 -1.31088 -0.86632 -0.165 1.238 0.899 0.053
C -3.24977 -0.61293 -0.86781 0.097 -1.381 0.127 -0.004
C -3.37117 0.52673 -1.64726 -0.700 0.659 0.124 0.028
C -2.22341 1.13885 -2.16203 0.125 -0.752 -0.264 0.004
C -0.97690 0.51549 -2.08049 0.053 0.240 1.244 0.017
C 0.47294 -2.90393 -0.17650 0.158 -0.546 -0.424 -0.149
C 0.58978 -4.29593 -0.18797 -0.161 -0.870 0.726 0.018
C 0.39775 -5.00186 1.02128 0.311 1.366 -0.899 0.019
C 0.22513 -4.29393 2.22614 0.221 -1.328 -0.779 0.024
C 0.29977 -2.92128 2.21840 -0.414 0.846 0.611 -0.099
C 0.40520 -2.22379 1.02327 0.198 0.332 0.280 0.492
H -1.59616 -5.01420 -6.05807 0.029 -0.137 0.145 0.000
H 0.51030 -3.75206 -6.27316 -0.141 -0.129 0.450 0.000
H 1.47100 -2.59583 -4.32106 0.034 0.440 0.088 0.000
H -1.86158 -3.85318 -1.91059 -0.224 -0.210 0.006 0.000
H -2.81689 -5.04518 -3.82241 0.283 -0.118 -0.296 0.000
H -1.93965 -2.27697 -0.37541 -0.232 0.236 0.018 -0.006
H -4.09789 -1.03844 -0.29958 0.423 0.272 -0.712 0.000
H -4.38524 0.97311 -1.83497 1.230 -0.340 0.388 0.000
H -2.34699 2.06773 -2.67732 0.174 0.401 -0.278 0.000
H -0.07426 1.03765 -2.37884 -0.096 -0.055 -0.496 -0.005
H 0.81234 -4.84144 -1.11586 -0.370 0.285 0.422 0.005
H 0.39472 -6.07375 0.96779 0.013 -0.301 0.269 0.002
H 0.08346 -4.89483 3.11981 0.010 0.429 0.098 0.004
H 0.20187 -2.36956 3.14724 0.067 -0.170 0.029 0.005
C -0.80381 4.97874 0.66300 -0.332 1.176 0.027 0.001
Ge -1.73867 3.84741 1.97575 -0.099 1.920 0.341 0.003
C -3.68708 4.01948 1.93937 0.213 0.956 0.055 0.002
C -0.86800 4.48538 3.63266 -1.127 -0.279 0.278 0.002
C -1.42097 1.96367 1.76295 -0.226 -1.093 -0.760 0.016
Se 0.42152 1.46672 2.26809 -0.822 -0.167 -0.433 0.125
C -0.06792 0.46720 3.86936 0.587 -0.769 -0.040 0.004
H 0.08586 5.31673 1.23335 -0.303 -0.163 -0.611 0.000
H -1.40096 5.94564 0.43040 0.885 -1.793 0.186 0.000
H -0.48629 4.45752 -0.25286 -0.187 0.407 0.180 0.000
H -3.94982 4.92559 2.51952 0.049 -0.522 -0.153 0.000
H -4.12883 3.14846 2.42027 -0.294 0.071 -0.222 0.000
H -4.05381 4.21834 0.91648 0.079 -0.483 0.457 0.000
H -1.35947 5.46318 3.85821 0.663 -0.677 -0.012 0.000
H 0.20664 4.58612 3.48217 -0.104 0.176 0.043 -0.001
H -1.05477 3.79189 4.47228 0.090 0.442 -0.186 0.000
H -1.58506 1.71305 0.69675 0.192 -0.031 0.407 0.016
H -2.17046 1.37527 2.33847 0.792 0.257 -0.224 0.000
H 0.12483 1.08728 4.75980 -0.383 -0.256 -0.475 0.002
H 0.63438 -0.38858 3.86326 -0.516 0.397 0.330 0.004
H -1.10779 0.11506 3.73422 0.685 0.269 0.358 0.001
N 6.05599 2.69391 0.43342 -1.330 -0.381 -1.723 0.008
C 5.03026 1.80017 0.23926 -0.982 0.233 0.158 0.009
C 4.31211 1.63436 -0.99813 1.339 0.739 -0.141 0.012
C 3.17778 0.87356 -1.09863 -0.574 -0.063 -0.250 0.019
N 2.65840 0.19938 -0.04137 0.516 -0.367 -0.036 0.034
C 3.44596 0.15519 1.05844 -0.195 0.680 -0.276 0.020
C 4.51955 0.96803 1.26651 1.213 0.027 0.508 -0.010
H 6.16841 3.38941 -0.31297 0.141 -0.533 0.560 0.000
H 6.27397 3.04221 1.34625 0.067 -0.235 0.389 0.000
H 4.71703 2.14526 -1.87715 -0.374 -0.216 0.178 0.000
H 2.62284 0.75034 -2.05350 0.528 0.337 0.752 0.002
H 3.17852 -0.55432 1.80890 -0.374 -0.267 0.587 0.006
H 5.02969 0.90639 2.23311 -0.130 0.010 -0.388 0.000
```
Positions in Å, forces in eV/Å.

=====

3.
The following is a DFT calculation (wB97M-V/def2-TZVPD) of an isolated molecule of C28H34N4O4.

Computed properties:
Energy ... -1607.37517 a.u.
HOMO energy ... -7.470 eV
Charge ... 0
Energy relative to the best compared isomer or geometry (same formula, charge and spin) ... 59.1 kcal per mole
Kohn-Sham gap ... 8.006 eV
SMILES string ... COC(=O)c1cc(NC(=O)c2cc(C(C)(C)C)nn2Cc2cccc(C)c2)ccc1N1CCOCC1

XYZ file:
```
70
Properties=species:S:1:pos:R:3:forces:R:3:mulliken_charge:R:1
C 1.59822 4.16025 3.10024 0.230 0.326 0.158 -0.735
H 0.62858 4.63371 2.96953 0.037 -0.035 0.005 0.218
H 2.36731 4.69737 2.54139 -0.082 -0.005 0.062 0.314
H 1.87942 4.14682 4.15599 -0.031 0.032 -0.093 0.283
O 1.46322 2.83785 2.60668 -0.184 -0.351 -0.127 -0.241
C 2.58500 2.09573 2.60098 0.300 0.371 0.077 0.276
O 3.63738 2.50609 3.03109 -0.223 -0.012 -0.044 -0.589
C 2.37576 0.78013 1.95623 0.090 -0.480 -0.083 -0.163
C 1.48435 0.72726 0.88894 -0.104 -0.020 -0.042 0.038
C 1.38510 -0.40736 0.09776 0.342 0.161 0.390 0.566
C 2.20747 -1.49740 0.38901 -0.149 0.265 -0.072 -1.543
C 3.06668 -1.46827 1.46230 0.060 0.066 0.066 -0.501
C 3.16270 -0.34286 2.29513 -0.289 0.248 -0.286 0.594
N 3.98057 -0.33114 3.39454 0.255 -0.066 0.172 0.128
C 5.15004 -1.16915 3.51610 -0.006 -0.312 0.208 -1.027
H 5.44195 -1.56115 2.54338 0.035 0.021 0.013 0.573
C 4.90822 -2.29935 4.52306 0.191 0.069 -0.302 -0.419
O 4.54525 -1.76499 5.77633 0.127 0.003 0.080 -0.402
C 3.38916 -0.96781 5.66811 -0.238 0.346 -0.089 -0.734
C 3.56576 0.19301 4.67450 -0.051 -0.242 0.396 -0.517
H 2.61423 0.71385 4.58132 0.063 -0.009 0.074 0.333
H 4.32096 0.89598 5.04299 -0.115 0.029 0.016 0.308
H 3.19008 -0.58508 6.67029 -0.067 0.004 -0.056 0.379
H 2.53972 -1.59033 5.34160 0.049 0.060 0.043 0.333
H 5.81756 -2.87905 4.68987 -0.047 -0.011 -0.072 0.363
H 4.11113 -2.96606 4.15682 0.070 0.031 0.009 0.305
H 5.96516 -0.54073 3.89727 0.039 -0.094 -0.064 0.327
H 3.66013 -2.34447 1.67291 0.017 -0.070 0.065 0.362
H 2.15631 -2.38524 -0.22667 0.001 -0.103 -0.053 0.390
N 0.51323 -0.51114 -0.98906 -0.193 -0.245 -0.392 -0.155
C -0.32142 0.43505 -1.51007 0.280 -0.191 0.205 0.823
O -0.43418 1.56653 -1.07356 -0.006 0.077 0.047 -0.699
C -1.06792 -0.05890 -2.67728 -0.169 -0.260 -0.667 -0.202
C -0.79233 -1.10052 -3.55850 -0.091 0.274 0.280 0.272
C -1.82088 -1.06488 -4.50606 0.085 0.046 0.292 -0.910
N -2.66113 -0.07611 -4.21642 -0.434 -0.098 -0.582 -1.042
N -2.19811 0.52843 -3.14102 0.824 -0.131 0.132 0.878
C -2.96966 1.57586 -2.51841 -0.383 0.414 0.329 -1.585
C -3.75630 1.00569 -1.36287 -0.015 0.084 -0.005 0.770
C -3.42407 1.32291 -0.05580 -0.095 -0.006 -0.051 -0.382
C -4.11314 0.76262 1.01289 -0.054 -0.076 0.008 0.770
C -5.14719 -0.12556 0.74895 0.069 0.035 0.050 -0.626
C -5.48092 -0.45225 -0.55458 -0.048 -0.040 -0.086 -0.748
C -4.78723 0.10799 -1.61099 -0.029 0.018 0.001 -0.530
H -5.03286 -0.15174 -2.63040 -0.035 -0.034 -0.116 0.487
H -6.28407 -1.14898 -0.74596 -0.067 -0.054 -0.018 0.391
H -5.69271 -0.56929 1.56985 -0.038 -0.045 0.092 0.403
C -3.74766 1.12990 2.41907 -0.053 0.055 -0.006 -1.378
H -2.67533 1.29013 2.50696 0.071 0.011 0.076 0.227
H -4.25010 2.05492 2.70395 0.008 0.049 0.098 0.311
H -4.05001 0.35237 3.11681 0.014 -0.019 0.083 0.379
H -2.60784 2.00447 0.13279 0.112 0.075 0.012 0.411
H -2.29203 2.35752 -2.17168 -0.138 -0.110 -0.134 0.521
H -3.64047 1.96484 -3.28809 0.158 -0.055 0.058 0.446
C -2.04991 -1.93520 -5.70884 -0.113 -0.045 -0.194 2.182
C -1.04067 -3.08307 -5.75369 -0.155 0.229 0.075 -1.991
H -1.11338 -3.69561 -4.85729 0.024 -0.105 0.090 0.420
H -0.02509 -2.70246 -5.83784 0.151 0.001 -0.011 0.397
H -1.23929 -3.71503 -6.61643 -0.006 -0.062 -0.082 0.404
C -1.90474 -1.06876 -6.96605 -0.022 -0.109 0.136 -1.674
H -2.61352 -0.24596 -6.93070 -0.058 0.100 -0.047 0.412
H -2.09468 -1.66187 -7.85787 -0.023 -0.066 -0.132 0.408
H -0.89968 -0.65660 -7.03030 0.099 0.065 -0.036 0.372
C -3.47377 -2.49854 -5.63868 0.165 0.074 -0.009 -1.679
H -4.18860 -1.68262 -5.58289 -0.126 0.036 0.000 0.400
H -3.59233 -3.12295 -4.75543 -0.050 -0.072 0.093 0.363
H -3.68738 -3.09856 -6.52042 -0.034 -0.080 -0.114 0.414
H 0.04682 -1.76658 -3.54167 0.191 -0.116 0.006 0.541
H 0.51658 -1.41069 -1.44840 -0.139 0.177 0.059 0.034
H 0.89159 1.59486 0.65470 0.002 -0.020 0.005 0.950
```
Positions in Å, forces in eV/Å.

=====

Question: Among the records above, which one has the highest energy?
Answer: C28H34N4O4

=====

Question: What is the energy in the first record?
Answer: -4475.03940 a.u.

=====

Question: The lowest charge belongs to which entry?
Answer: C28H34Cl3KN6O2SSbSi